No. 1
C41H42MoP2S | ωB97M-V with the def2-TZVPD basis set

Computed properties:
* HOMO level (spin up / spin down): -13.5390 / -13.5388 eV
* <S²>: 2.15
* charge: +2
* orbital gap (spin up / spin down): 5.85 / 6.51 eV
* energy relative to the best compared isomer or geometry (same formula, charge and spin): 0.0 kcal per mole
* multiplicity: 3

Element x y z (Å)
Mo: -0.23 1.22 1.11
C: 1.54 -4.28 0.57
C: 2.04 -3.74 -0.55
C: 1.82 -4.31 -1.93
C: 0.37 -4.80 -2.25
C: -0.75 -4.05 -1.62
C: -1.25 -4.33 -0.42
C: -0.77 -5.43 0.46
C: 0.78 -5.57 0.58
C: -1.60 2.78 0.38
H: 1.73 -3.83 1.54
H: 2.74 -2.90 -0.47
H: 2.49 -5.16 -2.11
H: 2.09 -3.55 -2.67
H: 0.25 -4.73 -3.35
H: 0.30 -5.87 -1.97
H: -1.20 -3.31 -2.28
H: -2.17 -3.88 -0.06
H: -1.18 -6.40 0.12
H: -1.18 -5.27 1.47
H: 0.97 -6.11 1.53
H: 1.12 -6.21 -0.24
H: -1.86 3.29 1.31
H: -2.50 2.64 -0.22
H: -0.89 3.41 -0.21
P: 1.61 0.33 0.05
P: -1.65 0.33 -0.52
C: 0.81 -0.93 -0.90
C: -0.54 -0.93 -1.09
C: 3.04 0.91 -0.85
C: 3.74 0.04 -1.71
C: 4.84 0.52 -2.43
C: 5.21 1.87 -2.30
C: 4.50 2.74 -1.44
C: 3.41 2.25 -0.72
C: 2.23 -0.38 1.64
C: 1.26 -0.60 2.63
C: 1.69 -0.99 3.91
C: 3.06 -1.09 4.19
C: 4.01 -0.81 3.20
C: 3.60 -0.45 1.92
C: -2.63 0.83 -1.98
C: -2.00 1.62 -2.96
C: -2.75 2.12 -4.03
C: -4.11 1.79 -4.16
C: -4.71 0.97 -3.21
C: -3.98 0.46 -2.14
C: -2.87 -0.44 0.64
C: -3.48 0.34 1.63
C: -4.32 -0.26 2.57
C: -4.55 -1.64 2.52
C: -3.96 -2.42 1.52
C: -3.16 -1.80 0.55
H: 1.44 -1.69 -1.36
H: -1.00 -1.66 -1.73
H: 3.42 -1.00 -1.81
H: 5.41 -0.16 -3.07
H: 6.08 2.25 -2.84
H: 4.82 3.78 -1.32
H: 2.83 2.88 -0.04
H: 0.16 -0.43 2.40
H: 0.97 -1.20 4.70
H: 3.39 -1.40 5.19
H: 5.08 -0.88 3.42
H: 4.31 -0.22 1.13
H: -0.94 1.87 -2.86
H: -2.27 2.76 -4.77
H: -4.68 2.15 -5.03
H: -5.77 0.71 -3.31
H: -4.44 -0.18 -1.39
H: -3.27 1.41 1.63
H: -4.80 0.35 3.32
H: -5.25 -2.09 3.23
H: -4.16 -3.49 1.47
H: -2.74 -2.36 -0.29
S: 0.92 3.25 1.89
C: 0.42 4.91 1.65
C: 0.76 5.64 0.48
C: 0.33 6.96 0.32
C: -0.41 7.59 1.33
C: -0.69 6.91 2.52
C: -0.28 5.58 2.68
H: 1.32 5.15 -0.31
H: 0.57 7.51 -0.59
H: -0.75 8.62 1.20
H: -1.24 7.41 3.33
H: -0.54 5.04 3.59

***

No. 2
C41H42N6O5S3SiSnTe | ωB97M-V with the def2-TZVPD basis set

Computed properties:
* HOMO level: -6.8802 eV
* orbital gap: 6.74 eV
* energy relative to the best compared isomer or geometry (same formula, charge and spin): 13.4 kcal per mole
* multiplicity: 1

Element x y z (Å)
Sn: 0.31 -0.14 -0.46
C: 5.18 -3.78 4.81
C: 4.08 -3.52 3.82
C: 3.64 -2.23 3.55
C: 2.62 -2.00 2.64
C: 2.04 -3.07 1.99
C: 2.45 -4.37 2.25
C: 3.47 -4.58 3.16
S: 0.72 -2.82 0.83
O: 1.30 -2.34 -0.44
O: -0.01 -4.05 0.70
N: -0.08 -1.54 1.37
C: -0.84 -1.62 2.52
C: -1.07 -2.81 3.21
C: -1.86 -2.86 4.36
C: -2.41 -1.73 4.89
C: -2.16 -0.49 4.27
C: -2.66 0.71 4.81
C: -2.32 1.90 4.24
C: -1.51 1.88 3.09
N: -1.09 0.78 2.51
C: -1.38 -0.41 3.08
H: 5.53 -2.85 5.27
H: 6.02 -4.27 4.33
H: 4.82 -4.44 5.60
H: 4.10 -1.38 4.05
H: 2.26 -0.99 2.43
H: 1.96 -5.19 1.74
H: 3.79 -5.60 3.37
H: -0.65 -3.72 2.82
H: -2.02 -3.82 4.84
H: -3.02 -1.76 5.78
H: -3.28 0.67 5.70
H: -2.67 2.84 4.64
H: -1.22 2.82 2.63
S: -2.01 -2.39 -1.41
C: -1.15 -3.46 -2.34
N: -0.17 -2.99 -3.20
C: 0.43 -3.78 -4.10
C: 0.10 -5.10 -4.19
C: -0.83 -5.56 -3.23
N: -1.43 -4.79 -2.36
H: 0.11 -2.01 -3.09
H: 1.16 -3.30 -4.75
H: 0.53 -5.75 -4.93
H: -1.08 -6.61 -3.19
N: 3.41 1.94 -6.01
C: 2.68 1.27 -5.07
C: 1.35 1.62 -4.80
C: 0.65 0.91 -3.86
N: 1.17 -0.11 -3.17
C: 2.43 -0.45 -3.43
C: 3.21 0.18 -4.37
H: 3.07 2.82 -6.35
H: 4.40 1.78 -6.06
H: 0.88 2.45 -5.31
H: -0.38 1.15 -3.63
H: 2.83 -1.28 -2.85
H: 4.23 -0.15 -4.55
O: 9.14 -0.89 0.00
C: 8.05 -1.63 -0.26
O: 8.19 -2.77 -0.63
C: 6.72 -0.99 -0.07
C: 5.59 -1.79 -0.23
C: 4.31 -1.27 -0.13
C: 4.13 0.08 0.16
S: 2.56 0.91 0.25
C: 5.26 0.88 0.36
C: 6.53 0.36 0.24
H: 8.91 -0.01 0.31
H: 5.74 -2.84 -0.46
H: 3.46 -1.91 -0.28
H: 5.11 1.93 0.59
H: 7.37 1.04 0.39
C: 1.68 4.30 -1.75
Si: 0.21 4.02 -0.61
C: 0.73 4.04 1.20
C: -1.16 5.29 -0.87
O: -0.35 2.51 -1.06
H: 2.13 5.27 -1.52
H: 1.41 4.28 -2.80
H: 2.42 3.52 -1.57
H: 1.76 4.40 1.29
H: 0.70 3.04 1.63
H: 0.10 4.70 1.80
H: -0.86 6.28 -0.50
H: -2.06 4.99 -0.32
H: -1.45 5.40 -1.91
Te: -2.12 1.81 -0.49
C: -2.99 2.18 -2.38
C: -2.40 2.95 -3.38
C: -3.09 3.21 -4.55
C: -4.38 2.71 -4.73
C: -4.95 1.92 -3.75
C: -4.26 1.65 -2.58
H: -1.41 3.35 -3.22
H: -2.63 3.82 -5.32
H: -4.93 2.95 -5.63
H: -5.94 1.51 -3.89
H: -4.71 1.02 -1.82

***

No. 3
C41H42N9P2SSe2Tc | ωB97M-V with the def2-TZVPD basis set

Computed properties:
* HOMO level (spin up / spin down): -15.2951 / -15.3210 eV
* <S²>: 3.77
* charge: +3
* orbital gap (spin up / spin down): 7.87 / 5.58 eV
* multiplicity: 4

Element x y z (Å)
Tc: -0.09 0.21 0.24
N: 0.32 -1.81 1.18
C: 0.05 -3.09 0.49
C: 0.56 -3.12 -0.94
C: -0.26 -2.29 -1.92
N: -0.03 -0.84 -1.78
H: 1.33 -1.76 1.35
H: -0.11 -1.88 2.10
H: -1.03 -3.29 0.50
H: 0.53 -3.90 1.05
H: 0.53 -4.16 -1.28
H: 1.61 -2.80 -0.96
H: -1.32 -2.49 -1.78
H: 0.00 -2.59 -2.94
H: -0.71 -0.38 -2.37
H: 0.89 -0.64 -2.18
Se: 6.98 0.68 1.27
P: 5.58 2.26 0.79
C: 5.22 3.29 2.25
C: 5.17 4.68 2.18
C: 5.03 5.41 3.35
C: 4.93 4.76 4.57
C: 4.95 3.38 4.64
C: 5.10 2.63 3.48
C: 6.30 3.35 -0.48
C: 5.74 3.58 -1.73
C: 6.40 4.39 -2.63
C: 7.61 4.97 -2.30
C: 8.18 4.73 -1.05
C: 7.53 3.92 -0.14
C: 4.02 1.40 0.42
C: 2.81 1.50 -0.26
N: 2.03 0.47 0.22
N: 2.75 -0.19 1.11
N: 3.91 0.34 1.25
P: 2.16 2.47 -1.63
Se: -0.01 2.26 -1.42
C: 2.46 4.25 -1.54
C: 2.08 4.95 -0.40
C: 2.14 6.33 -0.40
C: 2.57 7.02 -1.53
C: 2.95 6.32 -2.66
C: 2.89 4.94 -2.68
C: 2.88 1.77 -3.15
C: 2.34 2.17 -4.37
C: 2.95 1.76 -5.55
C: 4.08 0.95 -5.51
C: 4.60 0.54 -4.29
C: 4.01 0.94 -3.11
H: 5.27 5.19 1.23
H: 5.02 6.49 3.31
H: 4.86 5.34 5.48
H: 4.89 2.87 5.59
H: 5.15 1.55 3.52
H: 4.80 3.11 -1.99
H: 5.97 4.57 -3.61
H: 8.13 5.59 -3.01
H: 9.14 5.16 -0.80
H: 7.97 3.72 0.83
H: 1.73 4.42 0.47
H: 1.84 6.88 0.48
H: 2.60 8.10 -1.52
H: 3.28 6.85 -3.54
H: 3.18 4.39 -3.57
H: 1.46 2.79 -4.38
H: 2.54 2.09 -6.50
H: 4.55 0.65 -6.43
H: 5.48 -0.09 -4.27
H: 4.44 0.62 -2.17
N: 1.35 2.10 2.78
C: 0.37 1.30 3.27
C: 0.16 1.26 4.67
C: -0.86 0.52 5.19
C: -1.68 -0.18 4.30
C: -1.41 -0.12 2.96
N: -0.39 0.60 2.42
H: 2.03 2.48 3.41
H: 1.59 2.05 1.81
H: 0.81 1.84 5.31
H: -1.03 0.48 6.25
H: -2.52 -0.75 4.66
H: -2.05 -0.65 2.27
N: -3.24 -1.37 -0.33
C: -3.29 -0.05 -0.09
N: -2.23 0.65 0.28
C: -2.61 1.97 0.55
C: -1.82 3.00 1.09
C: -2.36 4.26 1.26
C: -3.68 4.53 0.90
C: -4.50 3.52 0.43
C: -3.96 2.25 0.27
S: -4.79 0.80 -0.23
H: -2.42 -1.89 -0.06
H: -4.11 -1.87 -0.43
H: -0.81 2.81 1.40
H: -1.74 5.04 1.66
H: -4.07 5.53 1.01
H: -5.53 3.71 0.21

***

Which E belongs to each record? In order, -74447.83156 -115888.21861 -218893.56754 eV.